Here is the molecule C15H26N2O in a non-equilibrium geometry from the Open Molecules 2025 dataset. Energies are from ωB97M-V/def2-TZVPD.

Geometry as ORCA input:
```
! RIJCOSX wB97M-V def2-TZVPD def2/J DEFGRID3
* xyz 0 1
O -2.334 1.882 1.712
N -1.233 1.411 1.335
C -0.258 2.522 1.512
C -0.621 3.793 0.676
C -0.631 3.435 -0.772
C -1.573 2.238 -1.017
C -1.461 1.017 -0.104
C -0.597 -0.116 -0.670
C -0.823 -1.287 0.312
C -0.189 -0.963 1.675
C -1.008 0.258 2.256
C 1.341 -0.669 1.531
C 2.185 -1.987 1.340
C 3.651 -1.699 1.256
C 3.942 -0.673 0.143
C 3.097 0.602 0.267
N 1.667 0.278 0.403
C 0.866 0.190 -0.839
H 0.719 2.140 1.218
H -0.251 2.806 2.579
H 0.148 4.533 0.893
H -1.572 4.260 0.995
H 0.369 3.195 -1.127
H -0.976 4.335 -1.356
H -1.392 1.910 -2.040
H -2.622 2.628 -0.944
H -2.499 0.605 -0.132
H -0.983 -0.412 -1.640
H -1.899 -1.462 0.426
H -0.440 -2.234 -0.117
H -0.301 -1.774 2.369
H -1.966 -0.155 2.617
H -0.497 0.634 3.133
H 1.688 -0.237 2.481
H 1.849 -2.542 0.459
H 2.071 -2.676 2.178
H 4.027 -1.295 2.223
H 4.180 -2.646 1.055
H 4.981 -0.338 0.107
H 3.755 -1.070 -0.825
H 3.373 1.090 1.212
H 3.279 1.218 -0.607
H 0.969 1.120 -1.399
H 1.253 -0.581 -1.490
*
```

The orbital gap comes out at 8.408 eV. Its structure (SMILES) is [O-][N@+]12CCCC[C@H]1[C@@H]1C[C@H](C2)[C@H]2CCCCN2C1. The calculation puts the LUMO energy at 0.8 eV.